No. 1
65
Properties=species:S:1:pos:R:3:lowdin_charge:R:1 method="wB97M-V/def2-TZVPD" homo_ev=-5.770 total_charge=-1
Cl 1.89 -0.76 6.48 0.6215
Cl -1.80 -1.99 -2.83 0.6511
P -1.78 2.64 -2.00 0.9442
O 2.52 0.27 7.29 -0.3889
O 1.59 -0.22 5.17 -0.4025
O -1.50 1.37 -3.04 -0.3472
O 3.19 1.40 -4.36 -0.0765
O 1.22 -1.66 -0.16 -0.0983
O 0.28 1.84 -0.35 -0.1268
O 0.67 -1.19 7.12 -0.3889
O 2.79 -1.88 6.34 -0.3948
N 0.30 -2.00 2.64 -0.0822
N 1.08 4.51 0.65 0.0069
C -3.59 2.45 -1.68 -0.2544
C -0.33 -3.28 -0.94 -0.1643
C 1.69 -0.16 -3.15 -0.1605
C -0.07 -2.18 0.12 -0.3299
C -1.20 3.51 0.50 -0.1886
C 2.90 0.03 -4.10 -0.2518
C 1.75 -2.08 2.89 -0.1158
C -1.10 2.17 -0.31 -0.6172
C 0.00 3.81 1.38 -0.2705
C 1.62 0.96 -2.12 -0.1421
C -1.73 -3.27 -1.54 -0.6865
C -1.93 1.11 0.44 -0.0433
C 0.65 0.60 -0.98 -0.2921
C -2.86 -3.11 -0.56 -0.1225
C -0.20 -2.78 1.53 -0.1834
C 1.38 -0.27 0.07 -0.1182
H -2.25 0.34 -0.26 0.0543
H 0.35 2.93 1.89 0.1127
H 3.75 -0.49 -3.67 0.1114
H -0.17 0.08 -1.45 0.1003
H 1.94 -2.43 3.89 0.0527
H -1.36 4.33 -0.19 0.0823
H 2.28 -1.15 2.69 0.0699
H -3.82 2.84 -0.69 0.0340
H 1.80 -1.11 -2.63 0.1040
H -2.90 -4.01 0.04 0.0892
H 2.44 -0.07 -0.02 0.1297
H 1.09 0.06 1.06 0.1150
H -3.84 1.40 -1.67 0.0373
H -0.02 -1.05 2.61 0.0875
H -0.36 4.48 2.15 0.0989
H -2.84 1.55 0.82 0.0698
H -2.79 -2.23 0.06 0.0649
H -2.00 0.58 -2.75 -0.0237
H -1.88 -4.21 -2.05 0.0925
H 2.16 -2.83 2.22 0.0740
H 0.88 4.47 -0.34 0.0521
H -1.37 0.65 1.24 0.0891
H 0.80 -0.16 -3.76 0.0983
H -4.18 3.00 -2.40 0.0286
H 0.24 -3.77 1.59 0.1168
H 2.60 1.22 -1.74 0.1182
H 3.94 1.65 -3.79 0.0880
H -1.27 -2.91 1.70 0.1076
H 0.42 -3.18 -1.71 0.1052
H -0.18 -4.26 -0.48 0.1169
H -2.07 3.49 1.14 0.1030
H -0.85 -1.45 -0.03 0.0974
H 1.19 1.81 -2.62 0.1064
H 1.97 4.08 0.83 0.0607
H -3.80 -3.06 -1.11 0.0727
H 2.65 -0.41 -5.05 0.1059

No. 2
13
Properties=species:S:1:pos:R:3:lowdin_charge:R:1 method="wB97M-V/def2-TZVPD" homo_ev=-2.332 total_charge=-1 de_lowest_ev=2.3649
S -0.41 -0.32 -1.98 0.0551
N -0.48 0.21 1.96 -0.1161
C 1.34 0.09 -2.11 -0.8074
C -1.75 0.19 1.26 -0.2553
C 0.57 -0.35 1.40 -0.0541
H -1.84 1.06 0.50 0.0700
H 1.39 -0.42 2.00 0.0165
H 1.89 -0.90 -1.79 -0.0075
H 1.65 0.75 -1.26 -0.0327
H -2.21 -0.72 0.74 0.0789
H -2.48 0.52 2.08 0.0530
H 1.89 0.42 -3.14 0.0330
H 0.44 -0.53 0.35 -0.0335

No. 3
8
Properties=species:S:1:pos:R:3:lowdin_charge:R:1 method="wB97M-V/def2-TZVPD" homo_ev=-3.027 total_charge=-1 de_lowest_ev=4.0195
Cl -10.02 -9.19 10.38 -0.0020
S -12.09 -10.54 7.46 0.1501
Na -9.80 -9.09 8.17 0.1338
Na -10.46 -7.21 9.23 0.5113
O -12.64 -10.17 6.20 -0.4179
O -10.72 -10.01 7.13 -0.5380
O -12.70 -9.83 8.63 -0.4651
O -12.12 -11.96 7.63 -0.3723

Copy entry 3 word for word.
8
Properties=species:S:1:pos:R:3:lowdin_charge:R:1 method="wB97M-V/def2-TZVPD" homo_ev=-3.027 total_charge=-1 de_lowest_ev=4.0195
Cl -10.02 -9.19 10.38 -0.0020
S -12.09 -10.54 7.46 0.1501
Na -9.80 -9.09 8.17 0.1338
Na -10.46 -7.21 9.23 0.5113
O -12.64 -10.17 6.20 -0.4179
O -10.72 -10.01 7.13 -0.5380
O -12.70 -9.83 8.63 -0.4651
O -12.12 -11.96 7.63 -0.3723